{
  "formula": "C4H11N2O",
  "method": "wB97M-V/def2-TZVPD",
  "orbital_gap_ev": [8.6, 5.5],
  "multiplicity": 2,
  "s_squared": 0.755,
  "max_force_ev_per_a": 1.78,
  "e_tot_ev": -9350.637,
  "e_homo_ev": [-7.64, -7.64],
  "species": ["N", "C", "O", "H", "H", "H", "H", "C", "C", "N", "C", "H", "H", "H", "H", "H", "H", "H"],
  "positions_angstrom": [[3.4438, 1.4201, -0.3471], [2.1967, 1.6022, 0.3728], [1.1394, 0.8832, -0.1544], [3.6235, 0.4210, -0.4414], [3.2746, 1.7314, -1.3029], [2.3572, 1.2793, 1.4134], [1.9834, 2.6796, 0.3986], [-2.1504, -1.8284, -1.7268], [-1.4785, -1.1627, -0.7837], [-1.8842, -1.0861, 0.5418], [-1.1865, -0.2056, 1.4644], [-3.1125, -2.2743, -1.4980], [-1.8373, -1.8052, -2.7587], [-0.5396, -0.6633, -0.9726], [-2.8789, -1.1277, 0.6937], [-0.8991, -0.6938, 2.3968], [-0.2534, 0.1563, 1.0023], [-1.7984, 0.6741, 1.7018]],
  "forces_ev_per_angstrom": [[-0.822, -0.642, -0.855], [0.043, 0.819, 1.583], [0.675, -0.056, -0.812], [0.164, 0.061, 0.196], [0.250, 0.129, 0.037], [0.024, -0.043, -0.146], [-0.045, -0.127, -0.194], [-0.130, 0.471, -0.048], [-0.416, -0.346, 0.252], [0.335, 0.230, 0.182], [0.105, 0.422, -0.229], [0.082, -0.120, -0.044], [0.120, -0.097, 0.022], [0.109, -0.052, -0.149], [0.046, -0.190, -0.075], [-0.158, -0.159, 0.012], [-0.517, -0.251, 0.189], [0.137, -0.050, 0.079]]
}